Entry 1:
A single C4H6ClN molecule, computed with wB97M-V/def2-TZVPD.

Calculated values
SMILES: Cl/C=C\[C@H]1CN1
Kohn-Sham gap, eV: 9.37
LUMO level, eV: 0.744
Maximum force, eV/A: 6.7
Energy above the lowest of the compared OMol25 structures with the same formula, charge and spin, eV: 4.097

XYZ file:
```
12
Properties=species:S:1:pos:R:3:forces:R:3
Cl 2.939862 -0.776894 -0.223410 0.126 -0.359 0.342
N -1.550032 -0.499710 -0.915732 -0.121 -0.145 -0.367
C 0.563564 0.797551 -0.239507 5.220 2.577 3.312
C 1.935276 0.547296 0.077614 -2.544 5.650 -0.853
C -0.221606 -0.396612 -0.200827 0.354 -1.458 -2.339
C -1.441922 -0.753487 0.505535 -2.170 -1.163 2.977
H -2.009128 0.092734 0.999644 1.065 -1.398 0.427
H 0.461243 2.025010 -0.064097 -0.990 -3.694 -0.531
H 0.623302 -1.200634 -0.423485 -2.837 0.873 0.226
H 2.399834 1.611297 0.371131 0.020 -3.000 -0.768
H -1.652120 -1.871514 1.017203 0.725 3.094 -1.709
H -2.048267 0.424964 -0.904067 1.153 -0.979 -0.716
```
Positions in Å, forces in eV/Å.

Entry 2:
2 unconnected molecules or ions with the total composition C6H15INO2, computed with wB97M-V/def2-TZVPD.

Calculated values
Kohn-Sham gap, eV: 6.68
LUMO level, eV: 2.997
Maximum force, eV/A: 1.3
Energy above the lowest of the compared OMol25 structures with the same formula, charge and spin, eV: 0.314
Total charge: -1

XYZ file:
```
25
Properties=species:S:1:pos:R:3:forces:R:3
I -10.085099 16.218262 -7.792497 -0.011 0.023 -0.117
O -12.151627 18.941487 -2.556604 -0.120 0.302 0.128
O -14.429457 15.471586 -4.460762 -0.293 0.366 0.050
N -12.229852 17.539002 -5.186982 -0.905 0.337 -0.039
C -11.789344 18.886791 -4.902502 1.303 0.310 0.063
C -15.742800 15.807921 -4.101346 -0.220 -0.339 0.194
C -12.742030 19.539923 -1.423175 0.519 -0.499 -0.450
C -13.620692 17.453754 -5.669376 1.111 0.303 -0.417
C -12.475973 19.613517 -3.759867 -0.044 -0.436 -0.107
C -14.032951 15.994972 -5.725181 0.076 0.014 0.163
H -14.804258 15.878147 -6.500325 -0.152 -0.265 0.242
H -16.042464 16.833178 -4.345890 0.165 -0.007 -0.240
H -13.568559 19.641666 -3.894793 0.026 0.009 0.105
H -13.167423 15.387223 -5.989163 0.013 0.181 -0.284
H -13.664475 17.879189 -6.686862 -0.219 -0.120 -0.073
H -11.685790 19.545610 -5.783194 -0.684 0.051 -0.091
H -11.648884 17.204883 -5.968150 0.073 -0.185 0.445
H -15.863392 15.716907 -3.018056 0.216 -0.116 -0.042
H -16.439277 15.095843 -4.566966 -0.150 0.222 -0.071
H -12.503629 18.866056 -0.602598 -0.353 0.028 0.170
H -12.131468 20.654028 -3.701098 0.081 0.033 -0.138
H -12.296531 20.512732 -1.184776 -0.086 0.173 -0.158
H -13.816315 19.640663 -1.593651 -0.159 0.063 0.344
H -10.735429 18.806760 -4.601487 -0.108 -0.119 0.118
H -14.281883 18.085115 -5.070998 -0.080 -0.328 0.206
```
Positions in Å, forces in eV/Å.

Entry 3:
2 unconnected molecules or ions with the total composition C7H10N2O, computed with wB97M-V/def2-TZVPD.

Calculated values
SMILES: c1ccncc1.CC(N)=O
Kohn-Sham gap, eV: 10.63
LUMO level, eV: 0.924
Maximum force, eV/A: 0.9
Energy above the lowest of the compared OMol25 structures with the same formula, charge and spin, eV: 0.243

XYZ file:
```
20
Properties=species:S:1:pos:R:3:forces:R:3
O 3.052676 -0.611718 -0.855994 -0.134 0.241 -0.633
N -1.701763 0.280282 0.646595 -0.215 -0.092 0.493
N 1.560856 0.282142 -2.308974 -0.347 0.138 -0.119
C 2.801675 -0.182258 -1.973444 -0.163 -0.084 0.410
C 3.822935 -0.119928 -3.088013 0.551 -0.106 -0.163
C -3.577362 0.340252 2.162565 -0.227 0.062 0.008
C -2.803482 -0.199958 3.186235 -0.011 -0.019 0.071
C -2.985362 0.560251 0.919655 0.153 -0.008 -0.114
C -0.968923 -0.239758 1.643115 0.040 0.046 -0.185
C -1.469523 -0.496028 2.918824 0.113 -0.086 0.172
H 0.828876 0.264452 -1.594534 0.428 0.052 -0.549
H -4.634452 0.591802 2.320294 0.539 -0.126 -0.087
H 1.353976 0.640732 -3.244464 0.141 -0.313 0.851
H -0.815583 -0.923318 3.690444 -0.327 0.221 -0.408
H -3.234022 -0.387638 4.178714 0.211 0.093 -0.489
H -3.570162 0.985031 0.093115 0.243 -0.182 0.360
H 3.501045 -0.726408 -3.951243 0.067 0.262 0.307
H 4.784985 -0.514468 -2.720034 -0.513 0.193 -0.143
H 3.974716 0.919251 -3.425183 -0.117 -0.379 0.102
H 0.078886 -0.462708 1.402325 -0.432 0.087 0.115
```
Positions in Å, forces in eV/Å.